(1)
{
  "formula": "C2H3N3O2S",
  "method": "ωB97M-V with the def2-TZVPD basis set",
  "species": ["C", "C", "H", "H", "H", "N", "N", "N", "O", "O", "S"],
  "coordinates": [[-0.31, -1.03, -0.40], [0.19, 1.09, -0.22], [-1.44, -3.07, -0.73], [0.25, 2.97, -0.06], [1.08, 0.61, 1.87], [-1.08, -0.48, -1.24], [0.57, 2.15, 0.43], [0.49, -0.12, 0.22], [-0.72, 0.91, -1.19], [1.37, -0.32, 1.25], [-0.40, -2.71, 0.05]],
  "lowdin_charge": [-0.715, -0.485, -0.093, 0.051, 0.239, 0.091, 0.139, -0.134, 0.041, 0.000, 0.867],
  "smiles": "[H]/N=c1\\onc(S)n1O",
  "e_tot_ev": -21519.103,
  "homo_energy_ha": -0.334
}

---

(2)
{
  "formula": "C10H9I",
  "method": "ωB97M-V with the def2-TZVPD basis set",
  "species": ["C", "C", "C", "C", "C", "C", "C", "C", "C", "C", "I", "H", "H", "H", "H", "H", "H", "H", "H", "H"],
  "coordinates": [[1.99, -0.77, -0.81], [-1.92, -0.44, 1.01], [2.11, 0.67, -1.17], [-1.06, 0.69, 1.47], [0.78, -1.38, -0.75], [-1.71, -1.15, -0.12], [1.21, 1.61, -1.08], [-0.37, 1.49, 0.67], [-0.52, -0.77, -1.08], [-0.20, 1.26, -0.75], [-1.69, 2.40, -1.86], [2.91, -1.23, -0.57], [-2.75, -0.69, 1.68], [3.23, 0.78, -1.47], [-1.14, 1.02, 2.49], [0.73, -2.44, -0.54], [-2.40, -1.86, -0.49], [1.60, 2.61, -1.34], [-0.12, 2.50, 1.04], [-0.80, -0.68, -2.13]],
  "lowdin_charge": [-0.079, -0.083, -0.121, -0.092, -0.098, -0.059, -0.188, -0.234, -0.107, -0.688, 0.795, 0.085, 0.105, 0.135, 0.098, 0.107, 0.081, 0.111, 0.128, 0.102],
  "smiles": "Ic1ccccccccc1",
  "e_tot_ev": -18612.414,
  "homo_energy_ha": -0.304
}

---

(3)
{
  "formula": "NO5P",
  "method": "ωB97M-V with the def2-TZVPD basis set",
  "species": ["N", "O", "O", "O", "O", "O", "P"],
  "coordinates": [[0.97, 0.01, 0.00], [-1.05, -0.97, -1.21], [-1.26, 1.54, -0.06], [1.60, -0.87, 0.58], [1.56, 0.86, -0.66], [-1.36, -0.59, 1.33], [-0.97, 0.05, 0.04]],
  "lowdin_charge": [-0.461, -0.546, -0.474, -0.104, -0.100, -0.456, 0.140],
  "smiles": "O=[N+]([O-])P(=O)([O-])[O-]",
  "e_tot_ev": -21015.908,
  "total_charge": -2,
  "homo_energy_ha": 0.009
}

---

(4)
{
  "formula": "C4H6O",
  "method": "ωB97M-V with the def2-TZVPD basis set",
  "species": ["C", "O", "C", "C", "C", "H", "H", "H", "H", "H", "H"],
  "coordinates": [[-1.62, 0.63, -0.28], [-0.29, 0.29, 0.02], [0.97, -1.20, 0.84], [1.88, -0.51, 0.09], [1.66, 0.49, -0.63], [-2.12, -0.12, -0.93], [-1.66, 1.59, -0.81], [-2.24, 0.75, 0.62], [0.96, -1.08, 1.92], [0.55, -2.14, 0.47], [1.91, 1.29, -1.30]],
  "lowdin_charge": [-0.194, -0.304, 0.066, -0.165, 0.141, 0.068, 0.076, 0.070, 0.087, 0.088, 0.065],
  "e_tot_ev": -6286.587,
  "homo_energy_ha": -0.333
}

---

(5)
{
  "formula": "C40H31ClF4N6PSeW",
  "method": "ωB97M-V with the def2-TZVPD basis set",
  "species": ["W", "C", "N", "C", "C", "C", "N", "C", "C", "F", "C", "F", "C", "C", "F", "C", "F", "H", "H", "H", "H", "H", "H", "H", "H", "H", "H", "H", "Cl", "C", "C", "C", "C", "C", "C", "P", "C", "C", "C", "C", "C", "C", "C", "C", "C", "C", "C", "C", "H", "H", "H", "H", "H", "H", "H", "H", "H", "H", "H", "H", "H", "H", "Se", "N", "C", "C", "C", "C", "C", "N", "C", "C", "N", "C", "C", "C", "C", "C", "N", "H", "H", "H", "H", "H", "H"],
  "coordinates": [[6.81, -18.56, -2.25], [7.15, -21.34, -3.52], [8.00, -20.28, -2.98], [9.07, -19.96, -3.94], [8.70, -20.69, -1.69], [7.67, -20.83, -0.57], [6.62, -19.81, -0.77], [5.62, -19.95, 0.25], [5.54, -19.17, 1.40], [6.36, -18.11, 1.54], [4.58, -19.39, 2.43], [4.62, -18.58, 3.43], [3.72, -20.48, 2.33], [3.79, -21.23, 1.14], [2.99, -22.26, 0.95], [4.79, -21.09, 0.17], [4.97, -22.04, -0.84], [7.76, -22.16, -3.83], [6.58, -20.91, -4.37], [6.40, -21.63, -2.73], [9.88, -20.70, -3.88], [9.60, -19.05, -3.62], [8.68, -19.88, -4.95], [9.38, -19.89, -1.45], [9.23, -21.61, -1.88], [8.18, -20.71, 0.40], [7.23, -21.88, -0.64], [2.92, -20.57, 3.06], [5.61, -16.54, -1.33], [6.84, -15.30, -1.59], [6.40, -14.03, -1.87], [7.32, -12.97, -1.92], [8.68, -13.26, -1.80], [9.15, -14.57, -1.62], [8.24, -15.58, -1.46], [8.83, -17.33, -1.34], [10.72, -18.01, 0.54], [9.29, -17.66, 0.56], [8.83, -16.74, 1.52], [9.69, -16.08, 2.37], [11.07, -16.30, 2.23], [11.58, -17.31, 1.38], [11.48, -18.95, -0.40], [11.63, -20.32, -0.15], [12.52, -21.08, -0.98], [13.31, -20.46, -1.91], [13.25, -19.09, -2.08], [12.32, -18.40, -1.35], [5.36, -13.85, -1.96], [6.95, -11.92, -2.10], [9.40, -12.44, -1.81], [10.21, -14.67, -1.54], [8.72, -18.57, 0.56], [7.82, -16.53, 1.74], [9.33, -15.40, 3.16], [11.78, -15.74, 2.82], [12.70, -17.51, 1.40], [11.05, -20.87, 0.62], [12.65, -22.13, -0.73], [14.04, -21.02, -2.52], [13.92, -18.46, -2.62], [12.27, -17.32, -1.51], [3.75, -15.33, -8.69], [3.21, -16.54, -7.51], [4.10, -16.68, -6.61], [3.94, -17.58, -5.46], [2.73, -18.16, -5.03], [2.66, -18.98, -3.93], [3.87, -19.19, -3.25], [5.00, -18.54, -3.55], [5.03, -17.74, -4.63], [6.26, -17.05, -4.95], [7.26, -17.31, -4.08], [8.46, -16.81, -4.33], [8.81, -16.03, -5.42], [7.73, -15.71, -6.27], [6.43, -16.14, -5.98], [5.31, -15.95, -6.83], [5.35, -15.19, -7.92], [1.88, -18.02, -5.62], [1.79, -19.64, -3.69], [3.94, -19.95, -2.46], [9.27, -17.04, -3.70], [9.76, -15.64, -5.69], [7.94, -15.20, -7.15]],
  "lowdin_spin": [1.762, 0.011, 0.014, 0.007, 0.014, 0.008, -0.043, 0.011, 0.000, 0.000, 0.000, 0.000, 0.000, 0.000, 0.000, -0.002, 0.000, 0.001, 0.001, 0.001, 0.000, 0.000, 0.000, 0.001, 0.002, -0.002, -0.002, 0.000, 0.028, 0.011, 0.001, 0.000, -0.001, -0.001, 0.009, 0.019, 0.010, 0.008, 0.001, 0.003, 0.008, -0.001, 0.002, 0.000, 0.000, 0.000, 0.000, 0.001, 0.000, 0.000, 0.000, 0.000, -0.001, 0.000, 0.000, 0.000, 0.000, 0.000, 0.000, 0.000, 0.000, 0.000, -0.001, -0.001, 0.000, 0.000, 0.020, -0.002, 0.025, 0.014, 0.008, 0.009, 0.010, 0.013, -0.002, 0.016, 0.001, 0.000, -0.001, 0.001, 0.000, 0.002, 0.001, 0.000, 0.001],
  "e_tot_ev": -150749.739,
  "total_charge": 3,
  "s_squared": 2.04,
  "multiplicity": 3,
  "homo_energy_ha": [-0.584, -0.592]
}

---

(6)
{
  "formula": "C3H5NO",
  "method": "ωB97M-V with the def2-TZVPD basis set",
  "species": ["C", "C", "C", "H", "H", "H", "H", "H", "N", "O"],
  "coordinates": [[-1.52, -0.15, 0.21], [-0.19, -0.10, -0.51], [1.27, -0.51, -0.09], [-1.56, -0.21, 1.39], [-0.18, 0.61, -1.55], [1.25, -1.05, 0.81], [1.92, -0.69, -1.00], [0.83, 1.15, 1.05], [0.81, 0.85, -0.03], [-2.63, 0.09, -0.28]],
  "lowdin_charge": [-0.241, -0.257, -0.125, 0.147, 0.206, 0.082, 0.121, 0.154, -0.099, 0.011],
  "smiles": "O=C[C@@H]1CN1",
  "e_tot_ev": -6725.948,
  "homo_energy_ha": -0.362
}